Record 1
C39H48BIN3OSc as an isolated structure. Source: the Open Molecules 2025 dataset; level of theory: ωB97M-V/def2-TZVPD.

The calculation puts the HOMO energy at -7.282 eV. For the HOMO-LUMO gap, the calculation gives 0.2688 Ha. The charge is 0.

Geometry as XYZ:
```
94
C39H48BIN3OSc | the Open Molecules 2025 dataset | ωB97M-V/def2-TZVPD
Sc -0.589 -1.635 -0.051
I 2.767 -1.761 -1.047
C 2.679 -3.690 -0.270
C 3.830 -4.265 0.180
C 3.823 -5.635 0.527
C 2.699 -6.376 0.316
C 1.514 -5.784 -0.193
C 0.404 -6.586 -0.563
C -0.674 -6.004 -1.154
C -0.753 -4.592 -1.247
C 0.232 -3.734 -0.812
C 1.449 -4.381 -0.409
H 4.745 -3.692 0.240
H 4.726 -6.095 0.906
H 2.699 -7.443 0.504
H 0.455 -7.657 -0.409
H -1.501 -6.609 -1.506
H -1.667 -4.197 -1.668
N -4.597 -0.004 1.365
C -3.518 -0.764 1.100
O -2.483 -0.242 0.679
C -3.590 -2.236 1.329
C -2.412 -2.912 0.646
H -4.519 0.998 1.287
H -5.419 -0.403 1.782
H -4.571 -2.594 0.990
H -3.575 -2.383 2.415
H -2.767 -3.330 -0.298
H -2.084 -3.781 1.228
C 2.263 3.926 -3.703
C 1.876 2.665 -2.929
C 2.973 1.609 -3.044
C 0.554 2.077 -3.384
C 0.346 1.945 -4.752
C -0.806 1.372 -5.259
C -1.782 0.950 -4.381
C -1.626 1.085 -3.004
C -2.779 0.689 -2.118
C -3.143 -0.785 -2.304
C -3.999 1.579 -2.365
C -0.436 1.620 -2.492
N -0.241 1.760 -1.067
B 0.077 0.774 -0.024
N 0.383 1.638 1.130
C 0.172 2.974 0.772
C -0.196 3.048 -0.516
C 0.932 1.351 2.432
C 2.293 1.580 2.715
C 2.766 1.271 3.989
C 1.940 0.795 4.988
C 0.594 0.651 4.723
C 0.073 0.934 3.462
C -1.430 0.889 3.295
C -2.073 2.072 4.024
C -2.019 -0.428 3.797
C 3.324 2.234 1.807
C 3.293 1.837 0.349
C 3.300 3.760 1.952
H 3.111 4.411 -3.217
H 1.439 4.641 -3.743
H 2.564 3.702 -4.728
H 1.779 2.949 -1.884
H 3.052 1.251 -4.073
H 2.739 0.756 -2.409
H 3.940 2.010 -2.742
H 1.112 2.288 -5.435
H -0.943 1.267 -6.327
H -2.701 0.528 -4.770
H -2.470 0.837 -1.090
H -3.483 -0.991 -3.320
H -3.939 -1.085 -1.620
H -2.286 -1.451 -2.132
H -4.370 1.474 -3.387
H -3.752 2.629 -2.205
H -4.813 1.311 -1.686
H 0.278 3.772 1.489
H -0.429 3.922 -1.104
H 3.817 1.429 4.197
H 2.337 0.570 5.969
H -0.073 0.333 5.514
H -1.657 0.991 2.237
H -1.888 2.021 5.100
H -3.155 2.077 3.868
H -1.674 3.020 3.660
H -1.797 -0.596 4.852
H -1.634 -1.287 3.242
H -3.106 -0.420 3.697
H 4.287 1.903 2.206
H 2.451 2.292 -0.166
H 3.217 0.760 0.243
H 4.212 2.167 -0.140
H 2.406 4.184 1.492
H 4.168 4.193 1.450
H 3.327 4.061 3.000
```

***

Record 2
C39H48BrN4O2SSi2W as an isolated structure at a distorted geometry. Source: the Open Molecules 2025 dataset; level of theory: ωB97M-V/def2-TZVPD.

The calculation puts the HOMO energy (spin up / spin down) at -3.536 / -3.618 eV. For the HOMO-LUMO gap (spin up / spin down), the calculation gives 0.2068 / 0.2072 Ha. The charge is -1.

Geometry as XYZ:
```
98
C39H48BrN4O2SSi2W | the Open Molecules 2025 dataset | ωB97M-V/def2-TZVPD
W -0.195 0.501 0.668
C 0.232 -5.172 -0.365
C -0.647 -4.051 0.112
C -1.910 -4.258 0.650
C -2.665 -3.160 1.024
C -2.085 -1.915 0.908
Br -3.041 -0.390 1.361
N -0.840 -1.664 0.492
C -0.177 -2.750 0.041
H -0.318 -6.111 -0.398
H 1.090 -5.302 0.297
H 0.623 -4.962 -1.362
H -2.288 -5.262 0.803
H -3.659 -3.248 1.435
H 0.798 -2.574 -0.351
C 4.137 2.098 0.220
Si 2.602 1.882 -0.867
C 2.106 3.341 -2.007
C 3.338 0.863 -2.278
N 1.180 1.916 0.281
C 0.983 3.201 0.830
C 1.919 4.242 0.780
C 1.661 5.494 1.301
C 0.429 5.731 1.883
C -0.512 4.722 1.943
C -0.272 3.421 1.435
N -1.136 2.322 1.454
Si -2.673 2.795 2.194
C -4.223 1.741 2.489
C -3.458 4.134 1.107
C -2.346 3.275 4.004
H 4.774 2.921 -0.113
H 4.722 1.178 0.168
H 3.871 2.276 1.261
H 2.921 4.059 -2.136
H 1.234 3.889 -1.662
H 1.884 2.929 -2.994
H 3.944 1.609 -2.801
H 2.620 0.479 -2.997
H 3.985 0.051 -1.957
H 2.879 4.093 0.323
H 2.414 6.269 1.244
H 0.188 6.704 2.294
H -1.446 4.982 2.400
H -4.740 1.393 1.595
H -4.877 2.478 2.966
H -4.106 0.913 3.186
H -4.215 3.665 0.474
H -2.728 4.617 0.462
H -3.956 4.907 1.698
H -2.699 2.470 4.654
H -2.881 4.183 4.294
H -1.288 3.435 4.198
C 0.133 0.051 2.908
C -0.008 -1.338 3.354
C 1.008 -2.298 3.193
C 0.793 -3.632 3.467
C -0.443 -4.065 3.956
C -1.436 -3.119 4.211
C -1.213 -1.788 3.924
C -0.696 -5.459 4.176
N -0.913 -6.578 4.336
H 1.163 0.415 2.998
H -0.532 0.705 3.480
H 1.969 -1.978 2.810
H 1.581 -4.355 3.300
H -2.382 -3.438 4.629
H -1.994 -1.064 4.126
C -3.033 -0.347 -4.023
C -2.419 0.980 -3.565
C -3.522 2.041 -3.445
C -1.380 1.446 -4.595
C -1.759 0.797 -2.263
C -1.159 0.651 -1.214
H -3.505 -0.229 -5.002
H -3.788 -0.685 -3.312
H -2.266 -1.119 -4.096
H -4.001 2.207 -4.414
H -3.105 2.984 -3.094
H -4.282 1.720 -2.731
H -1.850 1.587 -5.571
H -0.583 0.708 -4.693
H -0.930 2.388 -4.282
O 5.066 -5.084 -3.963
C 3.792 -4.607 -4.010
O 3.065 -4.953 -4.905
C 3.398 -3.666 -2.927
C 2.289 -2.850 -3.139
C 1.888 -1.940 -2.181
C 2.577 -1.818 -0.965
S 2.156 -0.673 0.303
C 3.663 -2.673 -0.743
C 4.074 -3.570 -1.711
H 5.554 -4.628 -3.266
H 1.758 -2.936 -4.078
H 1.032 -1.300 -2.361
H 4.180 -2.617 0.206
H 4.903 -4.231 -1.476
```

***

Record 3
C39H48N3O2SiZn as an isolated structure at a distorted geometry. Source: the Open Molecules 2025 dataset; level of theory: ωB97M-V/def2-TZVPD.

The calculation puts the HOMO energy at -4.856 eV. For the HOMO-LUMO gap, the calculation gives 0.2713 Ha. The charge is -1.

Geometry as XYZ:
```
94
C39H48N3O2SiZn | the Open Molecules 2025 dataset | ωB97M-V/def2-TZVPD
Zn -0.316 0.281 0.380
C 1.304 1.554 -2.861
C 2.430 1.682 -1.809
C 3.430 2.769 -2.282
C 3.174 0.365 -1.564
C 4.280 0.079 -2.381
C 5.048 -1.063 -2.209
C 4.650 -2.011 -1.276
C 3.540 -1.803 -0.450
C 3.243 -2.878 0.529
C 4.345 -2.960 1.602
C 3.128 -4.272 -0.086
C 2.831 -0.561 -0.556
N 1.867 -0.222 0.429
C 2.277 -0.008 1.706
O 3.420 0.307 2.093
C 1.217 -0.414 2.689
C 1.441 -0.844 4.005
C 0.387 -1.439 4.705
C -0.842 -1.670 4.092
C -0.990 -1.161 2.810
N -0.032 -0.432 2.193
C -2.164 -1.501 1.934
O -2.968 -2.352 2.297
N -2.161 -0.805 0.758
C -3.032 -1.237 -0.255
C -2.520 -2.179 -1.198
C -3.220 -2.404 -2.364
C -4.446 -1.821 -2.628
C -5.009 -1.051 -1.630
C -4.346 -0.761 -0.432
C -5.210 0.074 0.536
C -4.979 -0.015 2.031
C -5.335 1.543 0.052
C -1.216 -2.940 -0.978
C -1.420 -4.255 -0.209
C -0.500 -3.220 -2.308
H 0.759 2.494 -2.908
H 0.568 0.763 -2.676
H 1.722 1.366 -3.846
H 1.982 2.001 -0.871
H 3.685 2.654 -3.343
H 4.391 2.723 -1.759
H 3.026 3.780 -2.143
H 4.601 0.797 -3.159
H 5.952 -1.235 -2.787
H 5.194 -2.962 -1.202
H 2.318 -2.632 1.023
H 5.281 -3.360 1.185
H 4.054 -3.657 2.420
H 4.516 -1.977 2.053
H 4.080 -4.611 -0.488
H 2.400 -4.331 -0.901
H 2.856 -4.979 0.703
H 2.435 -0.747 4.464
H 0.531 -1.735 5.743
H -1.638 -2.279 4.563
H -2.793 -3.077 -3.128
H -4.992 -2.013 -3.568
H -6.005 -0.627 -1.741
H -6.188 -0.392 0.390
H -4.062 0.501 2.338
H -4.929 -1.054 2.377
H -5.794 0.413 2.574
H -4.349 1.995 -0.044
H -5.867 2.120 0.817
H -5.855 1.595 -0.892
H -0.554 -2.329 -0.342
H -1.976 -5.002 -0.778
H -1.942 -4.120 0.755
H -0.428 -4.666 0.020
H -0.992 -3.990 -2.898
H 0.551 -3.552 -2.132
H -0.395 -2.346 -2.942
C -1.879 2.815 -1.495
Si -0.898 2.510 0.079
C -2.027 2.711 1.578
C 0.415 3.871 0.189
C 0.285 5.013 -0.621
C 0.994 6.170 -0.316
C 1.854 6.222 0.784
C 2.100 5.041 1.482
C 1.437 3.848 1.161
H -2.687 3.516 -1.380
H -2.315 1.870 -1.831
H -1.194 3.154 -2.282
H -2.889 3.324 1.369
H -1.439 3.124 2.401
H -2.417 1.745 1.901
H -0.424 4.991 -1.475
H 0.891 7.043 -0.937
H 2.278 7.186 1.103
H 2.832 5.021 2.303
H 1.632 2.922 1.742
```

***

Record 4
C39H49BN8S3Zr as an isolated structure at a distorted geometry. Source: the Open Molecules 2025 dataset; level of theory: ωB97M-V/def2-TZVPD.

The calculation puts the HOMO energy at -19.785 eV. For the HOMO-LUMO gap, the calculation gives 0.2648 Ha. The charge is +4.

Geometry as XYZ:
```
101
C39H49BN8S3Zr | the Open Molecules 2025 dataset | ωB97M-V/def2-TZVPD
Zr 1.090 -2.406 -2.592
C 4.166 -1.492 1.282
C 3.051 -0.600 0.981
C 2.945 0.636 1.585
C 1.803 1.440 1.681
N 0.742 0.940 1.015
N 0.773 -0.262 0.461
B -0.665 -0.563 0.034
N -1.386 0.473 -0.693
N -2.167 1.349 0.141
C -2.732 2.386 -0.425
C -2.580 2.671 -1.790
C -1.903 1.801 -2.590
C -1.752 2.043 -4.061
C -1.247 0.691 -1.972
S -0.350 -0.395 -3.037
C -3.610 3.190 0.446
C -3.025 4.599 0.489
C -5.040 3.261 -0.178
C -3.741 2.561 1.854
N -1.195 -1.981 -0.053
N -1.471 -1.473 1.177
C -1.947 -2.150 2.173
C -2.396 -3.402 1.820
C -2.113 -4.023 0.618
C -2.589 -5.358 0.248
C -1.425 -3.225 -0.374
S -0.835 -3.822 -1.869
C -1.938 -1.509 3.590
C -3.373 -1.651 4.063
C -0.955 -2.305 4.455
C -1.547 -0.021 3.686
C 1.859 -1.106 0.414
S 1.794 -2.780 -0.219
C 1.730 2.794 2.349
C 3.197 3.326 2.329
C 1.280 2.708 3.822
C 0.661 3.466 1.581
H 4.704 -1.015 2.189
H 5.059 -1.547 0.567
H 3.804 -2.449 1.532
H 3.825 0.865 2.092
H -2.991 3.526 -2.369
H -2.005 3.104 -4.280
H -2.269 1.328 -4.691
H -0.759 2.036 -4.429
H -2.992 5.075 -0.545
H -1.955 4.514 0.940
H -3.600 5.276 1.103
H -5.010 3.745 -1.203
H -5.667 3.831 0.474
H -5.509 2.251 -0.323
H -2.784 2.612 2.446
H -4.104 1.535 1.912
H -4.496 3.106 2.350
H -2.873 -3.969 2.578
H -3.565 -5.594 0.720
H -1.850 -6.181 0.463
H -2.747 -5.360 -0.826
H -3.772 -2.680 4.345
H -3.991 -1.263 3.228
H -3.610 -1.062 4.970
H -1.168 -3.332 4.473
H -1.093 -1.932 5.501
H 0.062 -2.152 4.038
H -1.461 0.456 2.736
H -0.747 0.147 4.307
H -2.307 0.481 4.269
H 3.818 2.746 2.962
H 3.144 4.323 2.730
H 3.693 3.410 1.349
H 1.643 1.792 4.326
H 0.231 2.616 3.886
H 1.546 3.577 4.388
H 0.840 3.515 0.455
H 0.622 4.483 2.023
H -0.317 3.015 1.694
C 2.783 -2.980 -4.831
C 2.372 -4.251 -4.324
C 1.013 -4.617 -4.431
C 0.097 -3.674 -4.902
C 0.523 -2.446 -5.397
C 1.829 -2.086 -5.368
H 3.856 -2.775 -4.862
H 3.135 -4.970 -4.188
H 0.769 -5.653 -4.146
H -0.953 -4.022 -4.895
H -0.131 -1.614 -5.891
H 2.135 -1.049 -5.745
N 3.306 3.824 -1.845
C 3.750 2.786 -2.046
C 3.986 1.367 -2.319
C 5.266 0.811 -2.039
C 5.298 -0.583 -1.988
C 4.170 -1.380 -2.195
N 2.973 -0.803 -2.465
C 2.892 0.537 -2.488
H 6.100 1.429 -1.824
H 6.292 -1.029 -1.874
H 4.155 -2.453 -2.070
H 1.927 0.992 -2.696
```

***

no.,electronic energy (eV)
1,-77218.3053
2,-149738.9776
3,-106087.5881
4,-87583.7276